No. 1
ORCA calculation (the ωB97M-V functional and the def2-TZVPD basis) on a molecular structure, C50H53IIrN2O3P3S.

Values from the calculation:
highest occupied orbital energy (alpha / beta): -14.947 / -14.996 eV
LUMO level (alpha / beta): -7.71 / -8.00 eV
maximum force: 0.009 Eh/bohr
net charge: +3
2S+1: 2
Kohn-Sham gap (alpha / beta): 7.24 / 7.00 eV

Atoms and positions in Å:
Ir1 -0.14058 -0.40840 -0.08156
C1 -0.80003 5.50133 -0.46412
C2 -0.97252 4.60689 0.73041
N1 -1.27853 5.27111 1.83778
C3 -1.27294 4.65441 3.00374
C4 -0.77872 3.37487 3.16958
C5 -0.66921 2.84775 4.57472
O1 -1.36225 1.60113 4.64145
C6 -0.45968 2.61470 2.02070
C7 0.29665 1.38176 2.38614
N2 0.41852 0.18447 1.93466
C8 1.06952 -0.73237 2.85976
C9 0.97819 -0.52341 4.23818
C10 1.60090 -1.37324 5.13794
C11 2.31348 -2.47128 4.68796
C12 2.34881 -2.74356 3.32957
C13 1.71752 -1.89157 2.43922
I1 1.64444 -2.47763 0.45017
C14 -0.73388 3.22028 0.78347
O2 -0.72155 2.44238 -0.39824
H1 -1.30406 6.43805 -0.24120
H2 -1.17539 5.12073 -1.40283
H3 0.26373 5.71684 -0.59118
H4 -1.60867 5.23135 3.85810
H5 -1.11572 3.57862 5.24855
H6 0.37605 2.72806 4.88629
H7 -1.67323 1.45856 5.54288
H8 0.84194 1.57894 3.30265
H9 0.36610 0.27984 4.61959
H10 1.51114 -1.18103 6.19834
H11 2.80566 -3.13559 5.38461
H12 2.85630 -3.62730 2.96702
C15 -2.23474 -0.40900 -2.52779
C16 -2.72913 0.91721 -1.90892
P1 -1.86412 2.48554 -1.55928
C17 -1.08933 3.15519 -3.00787
C18 0.16639 3.75833 -2.93695
C19 0.67240 4.42739 -4.03727
C20 -0.06221 4.47879 -5.21347
C21 -1.29084 3.83580 -5.30538
C22 -1.80916 3.17264 -4.20672
C23 -3.22339 3.50567 -1.00392
C24 -3.82676 3.22438 0.22545
C25 -4.91538 3.96324 0.64848
C26 -5.41476 4.98110 -0.15705
C27 -4.82184 5.26230 -1.37873
C28 -3.72333 4.53087 -1.80506
P2 -0.34548 -0.63124 -2.45677
C29 -0.04463 0.25561 -4.07787
C30 -0.81573 -0.18908 -5.15819
C31 -0.51592 0.17537 -6.46431
C32 0.55673 1.01050 -6.72402
C33 1.33120 1.46445 -5.66544
C34 1.04910 1.07629 -4.36639
C35 1.53902 -0.71238 -2.20310
C36 2.60715 -1.46427 -2.67306
C37 3.90344 -1.19134 -2.24428
C38 4.15826 -0.16593 -1.34106
C39 3.11343 0.61405 -0.87192
C40 1.82432 0.34329 -1.31745
H13 -2.70756 -0.51644 -3.49908
H14 -2.61275 -1.21919 -1.91747
H15 -3.29868 0.75203 -0.98868
H16 -3.47391 1.35886 -2.58656
H17 0.73998 3.72106 -2.02107
H18 1.63814 4.91106 -3.97708
H19 0.32826 5.01299 -6.06973
H20 -1.85006 3.86066 -6.23063
H21 -2.77762 2.69350 -4.28743
H22 -3.42513 2.45366 0.87018
H23 -5.37363 3.75324 1.60536
H24 -6.26698 5.55946 0.17337
H25 -5.20993 6.05682 -2.00113
H26 -3.25936 4.76956 -2.75358
H27 -1.63181 -0.88105 -5.01745
H28 -1.11952 -0.20973 -7.27564
H29 0.79752 1.29559 -7.73954
H30 2.17817 2.11219 -5.85155
H31 1.70260 1.42781 -3.58061
H32 2.46258 -2.25665 -3.39778
H33 4.72767 -1.77874 -2.62844
H34 5.17228 0.03731 -1.02478
H35 3.30600 1.43795 -0.19629
H36 1.03634 1.09078 -1.06090
C41 -1.55332 -2.77338 1.93399
P3 -1.98393 -1.32987 0.91727
C42 -2.78968 -0.22210 2.10926
C43 -3.44885 -2.01079 0.07314
H37 -2.46561 -3.16791 2.38337
H38 -0.86137 -2.51161 2.73101
H39 -1.10841 -3.54750 1.30965
H40 -3.50439 -0.80254 2.69558
H41 -3.34738 0.54624 1.57698
H42 -2.08596 0.25458 2.79006
H43 -4.08278 -2.41633 0.86363
H44 -3.17714 -2.82419 -0.59990
H45 -4.02441 -1.26151 -0.46523
C44 0.44180 -4.32069 -4.21032
S1 0.13184 -3.59564 -2.61229
O3 -0.61367 -2.27237 -3.03765
C45 -1.16766 -4.61274 -2.00733
C46 -0.88084 -5.39234 -0.89302
C47 -1.86010 -6.25486 -0.41717
C48 -3.09475 -6.31334 -1.04728
C49 -3.36732 -5.51810 -2.15856
C50 -2.39967 -4.66241 -2.65322
H46 -0.48850 -4.32671 -4.77560
H47 0.79724 -5.33674 -4.03740
H48 1.20345 -3.72839 -4.71348
H49 0.08830 -5.33683 -0.41160
H50 -1.65476 -6.88284 0.43881
H51 -3.85350 -6.98974 -0.67690
H52 -4.33156 -5.57890 -2.64464
H53 -2.59887 -4.04329 -3.51918

No. 2
ORCA calculation (the ωB97M-V functional and the def2-TZVPD basis) on a molecular structure, C50H53N4O5SeSiW in a non-equilibrium geometry.

Values from the calculation:
highest occupied orbital energy (alpha / beta): -3.284 / -4.557 eV
LUMO level (alpha / beta): 2.11 / 1.99 eV
maximum force: 0.062 Eh/bohr
net charge: -1
2S+1: 3
Kohn-Sham gap (alpha / beta): 5.40 / 6.55 eV

Atoms and positions in Å:
W1 -0.13827 0.01220 -0.05458
O1 -1.15005 -1.54276 0.10798
C1 -2.48366 -1.95946 0.00697
C2 -3.52022 -0.79414 0.28542
C3 -3.04357 0.01542 1.45594
C4 -3.82806 0.09633 2.59854
C5 -3.41097 0.89254 3.65806
C6 -2.35779 1.75220 3.41094
C7 -1.70621 1.74522 2.22027
C8 -0.67989 2.78461 2.00829
C9 -0.16704 3.05637 0.63131
O2 0.23851 1.84016 -0.03957
C10 -1.12687 3.84225 -0.26220
C11 -0.56301 4.56297 -1.32970
C12 -1.37378 5.33470 -2.13038
C13 -2.75538 5.24697 -2.00757
C14 -3.35466 4.49641 -1.00302
C15 -2.54521 3.78389 -0.12846
C16 1.18878 3.80337 0.82870
C17 1.14145 5.14972 1.22224
C18 2.30687 5.87344 1.40872
C19 3.55049 5.32837 1.03295
C20 3.62922 3.99323 0.67626
C21 2.48142 3.24823 0.50901
N1 -1.85672 0.67271 1.35093
C22 -2.64029 -3.04199 1.13280
C23 -1.73910 -3.11896 2.18696
C24 -1.97748 -4.00187 3.26848
C25 -2.99129 -4.96823 3.21051
C26 -3.78002 -4.98424 2.06741
C27 -3.62872 -3.99163 1.09854
C28 -2.56127 -2.68467 -1.33842
C29 -3.69365 -2.72712 -2.17919
C30 -3.53753 -3.25174 -3.46415
C31 -2.38302 -3.93440 -3.85944
C32 -1.29756 -3.93946 -2.99989
C33 -1.36552 -3.26060 -1.79693
H1 -4.49078 -1.28739 0.57104
H2 -3.63740 -0.15255 -0.59039
H3 -4.81688 -0.32837 2.52938
H4 -3.98906 0.87799 4.58635
H5 -2.07501 2.57238 4.05456
H6 0.16434 2.43630 2.57411
H7 -1.02094 3.72363 2.47754
H8 0.52001 4.65804 -1.39317
H9 -0.82199 6.04891 -2.71882
H10 -3.40875 5.78461 -2.73944
H11 -4.44616 4.45878 -1.00698
H12 -2.97895 3.15599 0.68671
H13 0.21592 5.68574 1.38278
H14 2.21219 6.88113 1.88456
H15 4.35818 6.08343 0.90474
H16 4.57484 3.50726 0.42217
H17 2.49619 2.26968 0.05735
H18 -0.76704 -2.61578 2.13430
H19 -1.33345 -3.86679 4.17246
H20 -3.15097 -5.65009 4.03375
H21 -4.52133 -5.74640 1.80308
H22 -4.40187 -3.90539 0.33881
H23 -4.59875 -2.23120 -1.86261
H24 -4.29014 -3.13400 -4.29242
H25 -2.36355 -4.50095 -4.84257
H26 -0.40083 -4.50686 -3.24812
H27 -0.43435 -3.15116 -1.22253
C34 1.57439 -1.61643 5.34503
C35 2.68346 -0.72818 4.80212
C36 2.96934 -0.89492 3.29274
C37 4.16798 0.02345 2.97333
C38 5.44710 -0.47769 3.58882
C39 3.25038 -2.34686 2.92950
O3 3.86974 -3.13845 3.67403
N2 2.81631 -2.75194 1.63125
C40 1.75292 -2.20821 0.92774
O4 1.27897 -2.78019 -0.04956
N3 1.24704 -1.04249 1.42104
C41 1.73240 -0.35163 2.48638
O5 1.30653 0.76513 2.83668
H28 1.19410 -1.36812 6.33807
H29 1.86603 -2.69648 5.33569
H30 0.76391 -1.53559 4.63300
H31 3.58318 -0.99218 5.36768
H32 2.39704 0.33308 4.97825
H33 3.89996 1.06610 3.29802
H34 4.21282 0.01943 1.88293
H35 5.60156 -0.00787 4.57201
H36 6.23151 -0.18158 2.94013
H37 5.36885 -1.57760 3.70207
H38 3.05604 -3.73572 1.40603
C42 -0.43423 -0.68890 -4.95337
Si1 -0.67573 0.82052 -3.79431
C43 -1.91807 1.70133 -4.83170
C44 0.75280 2.06774 -3.82315
C45 -1.38175 0.38488 -1.91657
H39 -0.24058 -0.20503 -5.91993
H40 -1.32003 -1.32686 -4.95804
H41 0.38734 -1.29230 -4.69617
H42 -1.40421 2.01707 -5.78380
H43 -2.35146 2.63361 -4.31301
H44 -2.77597 1.01695 -5.10174
H45 1.13079 2.04897 -4.86605
H46 1.64358 1.83833 -3.18961
H47 0.43407 3.09776 -3.51713
H48 -2.19314 -0.26689 -2.13956
H49 -1.93642 1.30858 -1.67023
Se1 2.16275 -0.14319 -1.56549
C46 2.83804 -1.46024 -2.83352
C47 3.30769 -0.92173 -4.05038
C48 3.93140 -1.81411 -4.87460
N4 4.06943 -3.11773 -4.64049
C49 3.59014 -3.62599 -3.51961
C50 2.86864 -2.85529 -2.59875
H50 3.30090 0.16176 -4.24705
H51 4.32731 -1.58056 -5.84262
H52 3.63513 -4.70505 -3.45128
H53 2.50663 -3.26572 -1.69524

In order of appearance, total energy = -111449.54260 -143960.77788 eV.